{"formula": "C35H62BF2NO9PS", "method": "the ωB97M-V functional and the def2-TZVPD basis", "charge": -1, "e_homo_ev": -5.639, "largest_force_ev_per_a": 3.45, "e_lumo_ev": 2.4, "symbols": ["C", "C", "C", "C", "C", "C", "C", "C", "C", "C", "C", "C", "C", "C", "C", "C", "B", "C", "C", "C", "O", "N", "C", "C", "C", "C", "C", "C", "O", "C", "F", "C", "F", "P", "O", "O", "S", "O", "H", "H", "H", "H", "H", "H", "H", "H", "H", "H", "H", "H", "H", "H", "H", "H", "H", "H", "H", "H", "H", "H", "H", "H", "H", "H", "H", "H", "H", "H", "H", "H", "H", "H", "H", "H", "H", "H", "H", "H", "H", "H", "H", "H", "H", "H", "O", "C", "O", "C", "C", "C", "H", "H", "H", "H", "H", "H", "H", "H", "O", "C", "O", "C", "C", "C", "H", "H", "H", "H", "H", "H", "H", "H"], "coordinates": [[-3.9460, 3.4885, 1.6006], [-2.9477, 3.0299, 2.7363], [-2.2858, 4.2042, 3.5505], [-1.5005, 3.5382, 4.7707], [-0.5941, 4.6300, 5.4629], [0.6065, 4.9794, 4.5088], [1.8990, 5.5577, 5.2364], [3.1238, 4.5698, 5.0603], [4.1966, 5.0640, 4.0289], [3.6311, 5.1346, 2.5441], [4.0825, 3.9133, 1.6560], [3.2265, 3.8096, 0.3094], [1.7474, 3.4728, 0.7460], [0.8049, 2.9377, -0.3926], [1.2824, 1.6130, -1.0887], [0.8835, 0.2867, -0.3270], [-0.5690, -0.3329, -0.7196], [-1.0511, -1.7591, -0.0426], [0.1158, -2.6698, 0.5307], [-0.4473, -3.5663, 1.7007], [-1.2954, -4.4148, 1.5534], [0.1237, -3.4088, 3.0792], [-0.8952, -2.7418, 3.8646], [-1.2701, -1.3873, 3.4154], [-2.3108, -0.6960, 4.1409], [-3.0089, -1.2633, 5.2931], [-2.5924, -2.5914, 5.7518], [-1.5417, -3.3156, 5.0321], [-1.5550, 0.6599, -0.1365], [-2.3802, 1.2364, -1.0846], [-1.8914, 2.3833, -1.7912], [-2.3030, 0.0970, -2.2424], [-3.3746, -0.7907, -1.8297], [-2.8068, 0.5494, -3.9885], [-4.1263, 1.5689, -4.0371], [-3.3111, -0.8886, -4.7062], [-1.3738, 1.2463, -5.0926], [-1.0101, -0.3514, -2.1303], [-4.4023, 4.4945, 1.7736], [-3.3929, 3.4514, 0.6218], [-4.7490, 2.7065, 1.5287], [-2.1372, 2.3759, 2.3068], [-3.5288, 2.3938, 3.4597], [-1.5414, 4.7183, 2.8782], [-3.0653, 4.8995, 3.9497], [-0.9229, 2.6359, 4.4321], [-2.2830, 3.1705, 5.4981], [-0.2115, 4.2258, 6.4452], [-1.2410, 5.5193, 5.7013], [0.2244, 5.7277, 3.7595], [0.9523, 4.0889, 3.9086], [1.6291, 5.7144, 6.3178], [2.1487, 6.5476, 4.7712], [3.6332, 4.5215, 6.0696], [2.7672, 3.5210, 4.8623], [5.1007, 4.4008, 4.0421], [4.4684, 6.1180, 4.3238], [2.5148, 5.1988, 2.6472], [4.0143, 6.0677, 2.0373], [5.1877, 3.8757, 1.4760], [3.8007, 2.9884, 2.2446], [3.6746, 3.0952, -0.4214], [3.2878, 4.8392, -0.1533], [1.2956, 4.4501, 1.0922], [1.7567, 2.8153, 1.6604], [-0.2136, 2.8052, 0.0706], [0.6656, 3.7160, -1.1946], [0.8343, 1.5984, -2.1196], [2.4016, 1.5980, -1.2401], [1.6597, -0.4916, -0.6139], [1.0100, 0.4320, 0.7891], [-1.8795, -1.6044, 0.7070], [-1.5324, -2.3568, -0.8717], [0.9775, -2.1160, 0.9725], [0.4054, -3.4011, -0.2703], [0.3272, -4.3338, 3.4678], [-0.7716, -0.9088, 2.5413], [-2.6134, 0.3204, 3.8068], [-3.8161, -0.6694, 5.7711], [-3.1205, -2.9871, 6.6455], [-1.2547, -4.3265, 5.4148], [-3.3813, 1.4926, -0.6671], [-4.3912, 1.5648, -4.9789], [-3.9959, -1.3089, -4.1483], [0.9242, -3.8889, -2.9299], [0.4892, -5.0113, -2.9525], [1.2601, -6.0429, -2.5612], [0.7854, -7.3807, -2.3875], [0.7709, -8.1355, -3.7012], [-0.8884, -5.2889, -3.4960], [-0.1864, -7.3872, -1.8887], [1.4860, -7.8634, -1.7038], [0.0964, -7.6747, -4.4231], [0.4562, -9.1705, -3.5461], [1.7645, -8.1325, -4.1522], [-0.8398, -5.3271, -4.5844], [-1.5482, -4.4754, -3.1917], [-1.3372, -6.2055, -3.1192], [1.2930, -5.7699, -5.7680], [1.3968, -4.7110, -6.3362], [0.5005, -4.3618, -7.2740], [0.4295, -3.0629, -7.8761], [1.4047, -2.9383, -9.0291], [2.5686, -3.8051, -6.0651], [0.5606, -2.2790, -7.1280], [-0.5884, -2.9601, -8.2540], [2.4379, -3.0542, -8.6971], [1.3058, -1.9647, -9.5128], [1.2205, -3.7200, -9.7692], [3.4275, -4.1515, -6.6426], [2.8038, -3.8570, -5.0015], [2.3795, -2.7577, -6.2870]]}

{"formula": "C35H62Cl26O6S", "method": "the ωB97M-V functional and the def2-TZVPD basis", "charge": 0, "e_homo_ev": -8.380, "largest_force_ev_per_a": 2.44, "e_lumo_ev": 0.3, "symbols": ["O", "S", "O", "O", "C", "O", "C", "C", "O", "C", "C", "C", "C", "C", "C", "O", "H", "H", "H", "H", "H", "H", "H", "H", "H", "H", "Cl", "C", "C", "Cl", "H", "H", "H", "H", "Cl", "C", "C", "Cl", "H", "H", "H", "H", "Cl", "C", "C", "Cl", "H", "H", "H", "H", "Cl", "C", "C", "Cl", "H", "H", "H", "H", "Cl", "C", "C", "Cl", "H", "H", "H", "H", "Cl", "C", "C", "Cl", "H", "H", "H", "H", "Cl", "C", "C", "Cl", "H", "H", "H", "H", "Cl", "C", "C", "Cl", "H", "H", "H", "H", "Cl", "C", "C", "Cl", "H", "H", "H", "H", "Cl", "C", "C", "Cl", "H", "H", "H", "H", "Cl", "C", "C", "Cl", "H", "H", "H", "H", "Cl", "C", "C", "Cl", "H", "H", "H", "H", "Cl", "C", "C", "Cl", "H", "H", "H", "H"], "coordinates": [[4.7531, -2.9758, 0.3142], [4.6910, -1.8193, -0.5031], [5.3817, -0.6772, -0.0087], [5.3606, -2.0873, -1.9829], [4.2446, -2.4380, -2.8087], [3.9318, -3.7533, -2.4511], [3.1039, -1.4834, -2.4350], [1.8376, -2.3009, -2.7267], [0.6595, -1.5089, -2.9733], [-0.4664, -2.2925, -2.7511], [-1.5334, -1.7474, -2.0340], [-2.6318, -2.5565, -1.7842], [-2.7215, -3.8700, -2.2189], [-1.6768, -4.3980, -2.9604], [-0.5677, -3.5979, -3.2113], [3.2308, -1.4259, -0.9681], [4.4136, -2.2879, -3.8775], [4.6389, -4.2857, -2.8312], [3.1959, -0.4684, -2.8153], [2.0059, -2.9206, -3.6055], [1.6510, -2.9062, -1.8431], [-1.5574, -0.7357, -1.6582], [-3.4473, -2.1072, -1.2321], [-3.5858, -4.4821, -1.9994], [-1.7349, -5.4222, -3.3016], [0.2543, -4.0270, -3.7695], [-3.0168, -2.1208, 3.6511], [-3.2184, -3.8010, 3.0781], [-2.0683, -4.2504, 2.2169], [-2.0358, -3.4006, 0.6423], [-4.1617, -3.8604, 2.5439], [-3.2928, -4.4223, 3.9682], [-2.1670, -5.3135, 2.0005], [-1.1122, -4.0879, 2.7104], [-6.6107, -4.5648, 1.5673], [-8.2145, -4.4243, 2.3347], [-8.2262, -3.4205, 3.4595], [-7.2815, -3.9646, 4.8732], [-8.5097, -5.4087, 2.6806], [-8.9081, -4.1122, 1.5553], [-9.2498, -3.2745, 3.8017], [-7.8291, -2.4592, 3.1426], [2.8560, 1.4337, -4.2166], [1.8995, 2.9386, -4.1925], [1.4798, 3.2924, -2.7909], [0.3047, 2.1184, -2.1622], [1.0443, 2.8033, -4.8498], [2.5239, 3.7279, -4.6031], [1.0067, 4.2689, -2.7775], [2.3289, 3.3158, -2.1101], [8.0694, -3.0047, -4.2089], [8.1579, -4.4743, -3.2054], [7.9525, -5.7258, -4.0232], [6.2834, -5.8595, -4.6421], [7.4164, -4.3824, -2.4142], [9.1453, -4.4938, -2.7476], [8.1370, -6.6042, -3.4071], [8.6241, -5.7579, -4.8771], [4.4138, 9.0135, -3.1058], [4.4241, 7.4344, -2.2747], [4.0813, 6.3001, -3.2024], [2.3745, 6.3556, -3.7238], [3.7302, 7.4896, -1.4424], [5.4271, 7.2934, -1.8752], [4.2273, 5.3512, -2.6865], [4.7046, 6.3053, -4.0934], [4.2144, 9.5350, -7.8534], [5.2021, 10.3976, -6.6432], [6.5458, 10.8031, -7.1978], [7.5964, 9.3927, -7.5033], [5.3064, 9.7544, -5.7735], [4.6388, 11.2791, -6.3489], [7.0653, 11.4340, -6.4851], [6.4423, 11.3534, -8.1301], [-10.2430, -5.5888, -1.4402], [-9.1358, -6.9620, -1.7121], [-9.2392, -8.0001, -0.6256], [-8.6067, -7.3986, 0.9243], [-8.1257, -6.5668, -1.7886], [-9.4073, -7.4042, -2.6692], [-8.6467, -8.8755, -0.8918], [-10.2675, -8.3171, -0.4703], [5.8960, 12.6769, -4.5390], [6.7928, 12.9440, -3.0192], [5.9538, 12.6364, -1.8055], [4.6324, 13.8116, -1.5870], [7.1441, 13.9727, -3.0146], [7.6599, 12.2857, -3.0435], [6.5740, 12.6843, -0.9118], [5.5142, 11.6433, -1.8676], [2.8573, 6.0780, 0.5911], [2.4495, 7.0242, 2.0462], [2.8769, 8.4642, 1.9188], [4.6504, 8.6411, 1.9216], [2.9158, 6.5404, 2.9006], [1.3690, 6.9706, 2.1689], [2.4978, 9.0350, 2.7648], [2.4969, 8.9121, 1.0036], [-4.2921, -4.7715, 6.1458], [-4.1846, -3.3619, 7.2333], [-2.8815, -3.3149, 7.9847], [-2.7485, -4.6254, 9.1891], [-5.0354, -3.3977, 7.9099], [-4.2792, -2.4754, 6.6067], [-2.8107, -2.3746, 8.5288], [-2.0311, -3.3905, 7.3112], [-1.9954, 0.6808, 0.2721], [-1.8915, 1.9715, 1.4924], [-0.5554, 1.9823, 2.1902], [-0.3334, 0.5587, 3.2372], [-2.7090, 1.8353, 2.1966], [-2.0404, 2.9156, 0.9696], [-0.4840, 2.8617, 2.8292], [0.2642, 2.0067, 1.4755], [-5.9920, -9.2361, 0.2625], [-5.9743, -10.7556, 1.1888], [-6.2606, -11.9513, 0.3182], [-7.9462, -11.9654, -0.2667], [-6.7005, -10.6653, 1.9934], [-4.9830, -10.8493, 1.6294], [-6.1150, -12.8662, 0.8902], [-5.6047, -11.9785, -0.5482], [-3.6654, -0.2245, 9.4116], [-2.7096, 0.7420, 10.5645], [-1.3406, 1.0662, 10.0252], [-0.3114, -0.3826, 9.9045], [-2.6500, 0.1879, 11.4977], [-3.2635, 1.6618, 10.7454], [-0.8379, 1.7609, 10.6962], [-1.3990, 1.5204, 9.0391]]}

Which of these has the highest charge? C35H62Cl26O6S

Number 1 is which compound? C35H62BF2NO9PS

What is the formula in the first record? C35H62BF2NO9PS